DFT (ωB97M-V with the def2-TZVPD basis set) results for C33H16KN8S as an isolated structure.

Atoms and positions in Å:
K1 0.194 2.430 -0.451
C1 -0.946 -2.937 -4.333
C2 0.446 -3.213 -4.251
C3 1.323 -2.277 -3.762
C4 0.834 -1.020 -3.359
C5 1.416 0.125 -2.767
N1 0.481 1.077 -2.595
C6 -0.708 0.569 -2.972
N2 -1.945 1.259 -2.656
C7 -2.616 0.952 -1.413
C8 -3.824 0.227 -1.218
C9 -4.792 -0.328 -2.067
C10 -5.867 -0.983 -1.510
C11 -5.997 -1.100 -0.106
C12 -5.055 -0.565 0.744
C13 -3.955 0.115 0.201
C14 -2.796 0.741 0.756
N3 -2.426 0.712 2.070
C15 -1.230 0.912 2.522
N4 -0.053 1.178 1.816
C16 0.982 1.056 2.620
N5 2.306 1.084 2.326
C17 2.766 0.921 1.089
N6 2.108 0.794 -0.056
C18 2.995 0.509 -1.086
N7 2.739 0.196 -2.305
C19 4.373 0.516 -0.524
C20 5.616 0.301 -1.089
C21 6.731 0.360 -0.257
C22 6.593 0.620 1.107
C23 5.336 0.826 1.669
C24 4.234 0.777 0.835
C25 0.518 0.798 4.005
C26 1.190 0.615 5.202
C27 0.441 0.353 6.344
C28 -0.953 0.260 6.275
C29 -1.623 0.429 5.070
C30 -0.875 0.707 3.936
N8 -2.053 1.248 -0.261
C31 -0.571 -0.740 -3.451
C32 -1.455 -1.726 -3.940
H1 -1.616 -3.706 -4.705
H2 0.810 -4.185 -4.568
H3 2.382 -2.496 -3.681
H4 -4.691 -0.239 -3.143
H5 -6.624 -1.421 -2.151
H6 -6.853 -1.626 0.303
H7 -5.150 -0.667 1.819
H8 5.704 0.090 -2.147
H9 7.721 0.199 -0.668
H10 7.477 0.657 1.733
H11 5.209 1.016 2.728
H12 2.271 0.672 5.231
H13 0.938 0.211 7.297
H14 -1.514 0.046 7.178
H15 -2.701 0.342 5.003
H16 -2.521 -1.529 -3.989
S1 -2.212 2.740 -4.925
C33 -2.508 2.113 -3.473

The largest force on an atom is 0.70 eV/Å. For the HOMO energy (spin up / spin down), the calculation gives -0.78 / -0.80 eV. The calculation puts the calculated total energy at -73563.8133 eV. The calculation puts the gap between HOMO and LUMO (spin up / spin down) at 0.1746 / 0.1753 Ha. Its charge is -2. Its spin multiplicity is 2.

Here are the Löwdin charges for atoms 1 to 2, given in e: 0.81 -0.14


DFT (ωB97M-V with the def2-TZVPD basis set) results for C3H5N3 in the gas phase at a distorted geometry.

Atoms and positions in Å:
C1 1.369 0.051 0.063
C2 -0.110 0.206 -0.218
C3 -1.068 1.001 -0.056
H1 1.581 0.754 0.875
H2 2.200 0.289 -0.812
H3 1.814 -1.041 0.500
H4 -0.936 1.971 -0.234
H5 0.066 -1.781 -0.015
N1 -2.305 0.385 0.041
N2 -1.992 -0.830 0.064
N3 -0.619 -1.006 -0.209

The largest force on an atom is 8.79 eV/Å. For the HOMO energy, the calculation gives -9.73 eV. The calculation puts the calculated total energy at -7658.8615 eV. The calculation puts the gap between HOMO and LUMO at 0.3806 Ha.

Here are the Löwdin charges for atoms 1 to 2, given in e: -0.05 -0.41


DFT (ωB97M-V with the def2-TZVPD basis set) results for a 2-piece molecular cluster, C4H5N2O3S overall at a distorted geometry.

Atoms and positions in Å:
C1 2.281 0.349 -0.300
C2 2.081 -0.994 -0.139
C3 0.629 2.107 0.320
C4 -2.831 -0.039 0.374
N1 1.482 1.408 -0.204
N2 0.960 -1.624 -0.072
O1 -0.499 -0.238 -0.677
O2 0.841 -2.775 0.177
O3 -0.187 2.847 0.664
S1 -1.904 -0.329 -1.093
H1 3.315 0.635 -0.677
H2 2.950 -1.643 -0.330
H3 -2.097 0.138 1.112
H4 -3.306 0.872 0.111
H5 -3.714 -0.714 0.734

The largest force on an atom is 4.49 eV/Å. For the HOMO energy, the calculation gives -12.95 eV. The calculation puts the calculated total energy at -24173.1856 eV. The calculation puts the gap between HOMO and LUMO at 0.2223 Ha. Its charge is +1.

Here are the Löwdin charges for atoms 1 to 2, given in e: -0.02 -0.09